{"formula": "C6H12", "method": "ωB97M-V/def2-TZVPD", "symbols": ["C", "C", "C", "C", "C", "C", "H", "H", "H", "H", "H", "H", "H", "H", "H", "H", "H", "H"], "xyz": [[1.65, 1.05, -0.15], [1.37, -0.42, -0.06], [0.09, -1.02, -0.57], [-0.88, -1.57, 0.42], [-1.24, -0.35, -0.38], [-1.43, 1.13, 0.37], [2.08, 1.25, -1.13], [0.66, 1.56, -0.24], [2.38, 1.27, 0.66], [1.51, -0.66, 0.99], [2.21, -0.89, -0.56], [0.29, -1.60, -1.47], [-0.65, -1.37, 1.47], [-1.34, -2.53, 0.24], [-1.97, -0.44, -1.21], [-2.41, 1.05, 0.85], [-1.47, 1.90, -0.41], [-0.85, 1.63, 1.20]], "max_force_ev_per_a": 2.35, "lumo_energy_ha": 0.044, "smiles": "CC[C@H]1C[C@H]1C", "orbital_gap_ha": 0.4094, "de_lowest_ev": 2.3087, "homo_energy_ev": -9.9}